Computed, not measured: 12 unconnected molecules or ions with the total composition C72H48O36, with ωB97M-V/def2-TZVPD.

Structure (XYZ):
```
156
Properties=species:S:1:pos:R:3:forces:R:3
O -3.5143 1.3806 2.9795 0.714 0.171 -1.216
C -3.2887 1.5149 4.1509 -0.844 0.592 2.160
C -4.1907 0.9587 5.1339 -0.493 -0.737 0.671
C -3.9914 0.9522 6.4682 0.145 0.292 0.221
O -4.8747 0.4099 7.3225 0.176 0.165 -0.810
C -2.7758 1.6512 7.1168 0.037 0.774 -0.012
O -2.6278 1.6060 8.3550 -0.191 0.126 -3.205
C -1.9597 2.4347 6.0773 -0.182 -1.048 0.677
C -2.1986 2.3698 4.7422 0.327 -0.717 -0.479
O -1.3858 2.9112 3.8363 0.997 0.794 1.442
H -5.0794 0.5449 4.6808 -0.174 -0.276 0.284
H -4.6280 0.6932 8.2059 0.316 0.011 0.592
H -1.0185 2.8706 6.3783 -0.123 0.275 0.296
H -1.6171 2.8149 2.9096 -0.772 -0.583 -0.613
O -0.5289 -2.2867 3.6727 0.082 -0.528 -0.221
C -1.4257 -3.0418 3.9888 -2.436 1.319 1.377
C -2.7537 -2.6168 4.4853 3.040 3.696 -1.568
C -3.6413 -3.3543 5.0190 -3.560 -0.872 1.646
O -4.7520 -2.7571 5.5504 1.025 -0.790 -0.249
C -3.4842 -4.7973 5.1974 0.015 -0.366 0.343
O -4.2658 -5.4523 5.8499 -0.675 -0.053 0.202
C -2.2563 -5.3000 4.7001 2.451 -0.017 -2.146
C -1.2966 -4.4861 4.1371 0.577 -1.874 0.848
O -0.0768 -4.9210 3.8359 -0.738 -1.291 0.125
H -2.9896 -1.5852 4.7010 0.517 0.595 -0.746
H -5.0438 -3.4140 6.1868 -0.863 -0.291 0.385
H -2.0655 -6.3622 4.6606 -0.016 -0.092 0.472
H 0.5098 -4.1793 3.6706 0.532 0.483 -0.429
O -0.4408 4.3835 -2.6237 -0.459 0.118 -0.137
C -1.2037 3.6082 -3.1766 1.715 -0.766 0.425
C -1.5128 2.2950 -2.6037 0.532 -0.128 1.292
C -2.2201 1.3420 -3.1766 -2.286 -1.537 0.708
O -2.6540 0.2044 -2.5308 1.559 1.218 -0.377
C -2.9455 1.5825 -4.4389 0.588 1.494 -1.128
O -3.7594 0.8088 -4.9200 0.870 0.626 0.615
C -2.5649 2.9176 -5.0088 -0.804 0.674 -1.677
C -1.7432 3.8564 -4.5198 -0.651 0.234 1.197
O -1.6506 5.1100 -4.9991 -0.683 -0.680 -1.073
H -1.1498 2.0580 -1.6146 0.230 0.369 0.048
H -3.1812 -0.2447 -3.1957 -0.546 -0.546 -0.253
H -3.0508 3.2950 -5.8964 -0.387 -0.649 -0.417
H -0.8749 5.6111 -4.7367 0.317 -0.352 0.640
O 1.6999 -2.2048 6.5231 -2.203 0.316 1.715
C 1.8511 -1.4658 5.5870 3.210 -1.495 -1.326
C 2.9002 -1.8792 4.6878 0.634 -0.252 -0.683
C 3.3601 -1.1159 3.7083 -2.151 -0.283 -1.243
O 3.9776 -1.6808 2.6512 0.565 0.548 0.534
C 2.6290 0.2060 3.3419 0.721 -1.003 0.421
O 3.0274 0.8246 2.3793 -0.210 0.033 -0.029
C 1.4378 0.5054 4.1255 0.506 0.153 0.882
C 1.1613 -0.2572 5.1969 -3.110 1.571 1.979
O 0.1506 0.0828 6.0970 0.941 0.480 -1.806
H 3.1167 -2.9373 4.6770 0.323 -0.013 0.302
H 3.8839 -0.9873 1.9940 0.593 0.374 -1.070
H 0.9307 1.4452 3.9639 -0.197 0.000 -0.093
H -0.0693 -0.6698 6.6510 0.325 -0.473 0.267
O 5.9387 -8.2402 1.1040 -2.290 2.776 3.101
C 5.2520 -7.2942 1.6464 1.408 -2.364 -3.712
C 5.1058 -6.0579 0.9586 -0.462 2.305 -0.309
C 4.1414 -5.1428 1.2572 -0.072 1.764 -1.434
O 3.9471 -4.0165 0.5122 1.301 -1.472 0.001
C 3.1445 -5.2439 2.3417 -2.764 0.831 2.514
O 2.2326 -4.3308 2.5946 4.410 -4.072 -1.346
C 3.3799 -6.5031 3.1207 0.438 -0.454 0.143
C 4.3636 -7.4072 2.8089 0.135 -1.164 1.933
O 4.7069 -8.4879 3.6102 -1.609 1.829 -0.568
H 5.8064 -5.7693 0.1889 -0.045 -0.296 -0.230
H 3.6405 -3.3239 1.1021 -0.635 0.490 0.182
H 2.8427 -6.7497 4.0246 -0.373 0.337 0.011
H 5.2077 -9.0816 3.0459 0.527 -0.316 -0.334
O 2.8802 3.2301 -3.0888 -0.207 0.104 -0.684
C 2.6455 4.0861 -3.9114 -0.264 2.084 -0.942
C 2.9708 5.5392 -3.7615 0.445 -0.246 1.263
C 2.6292 6.5026 -4.6116 -0.775 2.334 -0.283
O 2.7604 7.8601 -4.3831 0.662 -1.925 0.974
C 1.8786 6.2508 -5.8719 0.700 -2.267 0.724
O 1.6024 7.1334 -6.6332 -0.412 0.712 -0.512
C 1.5588 4.8280 -6.0273 -0.827 0.100 -3.021
C 1.8923 3.8378 -5.2531 1.275 -2.410 4.930
O 1.5530 2.5417 -5.3466 -0.502 0.932 -2.163
H 3.4035 5.8722 -2.8297 0.210 -0.269 0.221
H 2.3357 8.3244 -5.1082 -0.175 0.051 -0.624
H 1.1478 4.4168 -6.9375 -0.613 0.767 -0.500
H 1.6762 2.0440 -4.5349 0.304 -0.133 0.830
O -2.0132 9.1646 -0.0947 1.413 -1.301 0.417
C -1.1615 8.2691 -0.0809 -1.017 1.198 -1.871
C -1.3351 6.9677 0.5221 1.800 -3.036 0.738
C -0.3581 5.9807 0.4755 -2.611 1.092 1.179
C 0.9332 6.1129 -0.1757 0.852 1.989 -1.272
O 1.8998 5.3907 -0.1493 -0.214 -1.100 0.570
C 1.0447 7.3851 -0.9494 -1.331 1.187 0.752
C 0.0779 8.3316 -0.9019 1.505 -0.270 -0.500
H -2.2335 6.6572 1.0348 -0.258 0.571 0.074
H -0.6025 5.1004 1.0515 0.266 -0.430 -0.258
H 1.9626 7.6921 -1.4286 0.163 -0.660 -0.325
H 0.3151 9.1651 -1.5465 -0.598 0.637 0.340
O -4.9695 -0.8875 -0.5184 -0.072 3.581 0.372
C -5.1480 0.3638 -0.4228 0.918 -3.244 -0.257
C -6.4400 0.9366 -0.5733 -2.242 0.665 0.454
C -6.6922 2.2382 -0.4242 -1.198 0.418 -0.296
C -5.7179 3.2564 -0.0193 2.287 -0.571 -0.332
O -5.9365 4.3720 0.3990 -0.507 -0.398 -0.271
C -4.2974 2.7237 -0.1089 -1.310 -1.832 0.646
C -4.1126 1.3660 -0.2004 1.854 2.098 0.109
H -7.3009 0.2902 -0.6588 0.110 -0.309 -0.518
H -7.6869 2.6111 -0.6186 -0.278 -0.031 0.280
H -3.5414 3.4417 0.1727 0.420 -0.209 -0.228
H -3.0980 1.0018 -0.1344 0.035 -0.200 0.105
O 0.8224 0.4283 -3.5649 -0.119 0.445 0.696
C 0.3380 -0.5330 -4.1013 0.952 -2.394 -2.780
C 0.2703 -0.6868 -5.6054 -1.405 -0.762 -0.802
C -0.3405 -1.7359 -6.2505 0.503 2.787 0.830
C -0.8663 -2.9160 -5.5631 0.247 -0.334 0.038
O -1.4142 -3.8251 -6.1638 0.293 0.601 0.872
C -0.6326 -2.8656 -4.0782 -0.387 0.481 -0.134
C -0.0861 -1.8040 -3.4628 -0.782 0.266 1.094
H 0.5290 0.1361 -6.2553 0.241 0.395 0.302
H -0.6368 -1.4891 -7.2593 0.303 -0.822 -0.426
H -1.0773 -3.6637 -3.5022 0.278 -0.267 0.104
H -0.0569 -1.7398 -2.3851 0.040 -0.385 0.288
O 5.1625 -1.5211 -1.6645 0.250 1.247 -2.047
C 5.3906 -0.9891 -2.7643 -0.554 -0.532 2.393
C 6.3941 -1.5078 -3.6611 0.708 -0.559 -1.364
C 6.6109 -0.9385 -4.8463 2.123 -1.185 -0.564
C 6.0525 0.2759 -5.3338 0.640 2.637 -3.097
O 6.5053 0.9105 -6.3536 -1.702 -2.317 3.570
C 4.9923 0.7470 -4.4753 -0.808 1.933 0.897
C 4.7390 0.2528 -3.2627 -0.324 -0.623 0.184
H 6.9889 -2.3821 -3.4414 -0.216 -0.096 0.511
H 7.4036 -1.2774 -5.4969 0.126 -0.514 -0.001
H 4.5353 1.7086 -4.6566 -0.142 0.047 -0.592
H 4.0235 0.7433 -2.6193 -0.017 -0.013 0.083
O -1.5693 -3.1007 -0.0841 0.627 -1.373 0.136
C -1.6462 -4.3124 -0.2402 -0.609 -0.950 0.845
C -0.9926 -5.4136 0.5516 1.930 -0.277 0.662
C -1.0164 -6.7530 0.3168 1.699 2.517 0.959
C -1.7361 -7.2796 -0.7680 -2.942 -1.061 -1.402
O -1.8256 -8.4830 -0.9851 0.272 1.199 -0.317
C -2.6264 -6.2430 -1.4485 0.243 0.866 -0.317
C -2.5807 -4.9230 -1.1661 -0.586 -0.377 -0.801
H -0.2623 -5.1065 1.2856 -0.075 0.294 0.370
H -0.3276 -7.4240 0.8084 -0.144 -0.003 0.442
H -3.3559 -6.5364 -2.1890 -0.017 -0.544 0.075
H -3.2769 -4.1803 -1.5267 -0.321 -0.240 -0.646
O 2.4783 -1.3235 -0.2984 -1.935 1.634 0.738
C 1.6002 -0.4872 -0.0099 0.125 -1.717 0.357
C 0.4532 -0.7899 0.9151 -2.837 2.594 2.231
C -0.4830 0.1986 1.4073 3.451 -2.433 -2.095
C -0.3749 1.5847 0.8839 1.972 -1.981 -0.912
O -1.1750 2.4421 1.1162 -1.105 1.588 0.512
C 0.7890 1.8250 -0.0371 0.395 0.171 -0.495
C 1.6145 0.8834 -0.4885 0.509 -0.063 -0.088
H 0.3634 -1.7710 1.3575 0.128 -0.236 -0.238
H -1.2542 0.0003 2.1369 -0.034 -0.325 -0.027
H 1.0071 2.8114 -0.4190 -0.515 0.454 0.216
H 2.4324 1.0527 -1.1731 -0.080 0.563 -0.090
```
Positions in Å, forces in eV/Å.

Output
HOMO ... -9.660 eV
F_max ... 6.15 eV/Å
Gap between HOMO and LUMO ... 7.00 eV
SMILES ... O=C1C=C(O)C(=O)C=C1O.O=C1C=C(O)C(=O)C=C1O.O=C1C=C(O)C(=O)C=C1O.O=C1C=C(O)C(=O)C=C1O.O=C1C=C(O)C(=O)C=C1O.O=C1C=C(O)C(=O)C=C1O.O=C1C=CC(=O)C=C1.O=C1C=CC(=O)C=C1.O=C1C=CC(=O)C=C1.O=C1C=CC(=O)C=C1.O=C1C=CC(=O)C=C1.O=C1C=CC(=O)C=C1